{"formula": "C31H56F12N2O9", "method": "wB97M-V/def2-TZVPD", "elements": ["F", "F", "F", "F", "F", "F", "F", "F", "F", "F", "F", "F", "O", "O", "O", "O", "O", "O", "O", "O", "O", "N", "N", "C", "C", "C", "C", "C", "C", "C", "C", "C", "C", "C", "C", "C", "C", "C", "C", "C", "C", "C", "C", "C", "C", "C", "C", "C", "C", "C", "C", "C", "C", "C", "H", "H", "H", "H", "H", "H", "H", "H", "H", "H", "H", "H", "H", "H", "H", "H", "H", "H", "H", "H", "H", "H", "H", "H", "H", "H", "H", "H", "H", "H", "H", "H", "H", "H", "H", "H", "H", "H", "H", "H", "H", "H", "H", "H", "H", "H", "H", "H", "H", "H", "H", "H", "H", "H", "H", "H"], "xyz": [[6.16188, 1.00971, -1.21553], [0.65922, 5.78830, -1.49560], [-0.85511, 6.17841, -3.05704], [4.77243, -0.58853, -0.80484], [4.97261, 3.48487, 1.91049], [-1.66580, 2.16347, -3.05451], [5.40340, 0.71916, 0.77987], [-0.01942, 3.13336, -2.12210], [0.39955, 1.58316, -3.60174], [5.19052, 5.23750, 0.67677], [-0.35660, 7.67824, -1.58829], [5.42764, 5.40443, 2.79475], [-1.07819, 1.05803, -0.50998], [4.28973, 2.69032, -1.41159], [2.48410, 4.18569, 2.41924], [2.86571, 6.23014, 1.62379], [-2.47060, 5.00848, -1.36947], [-1.58075, 6.11117, 0.33424], [2.46737, -0.86251, 4.40529], [0.38435, -0.11769, -1.71423], [2.79303, 1.33443, -0.40479], [-4.45246, -1.84983, -0.82705], [0.27944, -6.40504, 0.99818], [0.07422, -8.73959, 0.23428], [3.89713, 1.60876, -0.77687], [-0.68523, -5.53743, 1.63673], [0.61346, 3.41330, 1.09096], [5.08391, 0.67153, -0.52245], [1.54676, -2.06239, -1.06391], [-0.25543, -7.27186, -0.03472], [3.24396, 5.13622, 1.94208], [4.08085, 4.80746, -2.44744], [-0.43692, 0.90774, -1.49935], [2.75748, -0.46685, 3.30358], [2.29118, -5.20963, 1.79632], [-0.50036, 6.37591, -1.79819], [-4.58333, -1.11899, 1.61585], [-4.33736, 3.49657, -1.39761], [-4.85608, -2.19249, 0.54850], [-1.15344, -4.38769, 0.71700], [1.06601, 4.19114, 2.31078], [-1.56424, 5.82336, -0.82558], [-0.41584, 1.96574, -2.62900], [1.54909, -5.79728, 0.59667], [0.66206, -0.93451, -0.57751], [-2.50510, -1.70721, -2.36899], [2.61094, 0.98510, 2.90688], [3.36167, 3.75272, -1.65022], [4.74447, 4.78543, 1.84737], [-3.32742, 4.26333, -0.52517], [-6.72419, -0.91141, -1.36073], [-3.01772, -1.65684, -0.93104], [3.27903, -1.41325, 2.25006], [-5.20130, -0.70002, -1.29658], [-4.82903, -1.51880, 2.60019], [-1.54000, -6.14683, 1.93792], [1.13144, -0.35537, 0.21740], [-2.68004, -0.74306, -0.43101], [2.53245, -1.67348, -1.31215], [0.67522, 4.07593, 0.22310], [-2.63617, -2.67642, -2.85734], [3.05531, -2.45363, 2.46929], [-3.82914, 2.66426, -1.88816], [-0.28374, -1.29997, -0.16681], [1.66301, 1.15507, 2.39952], [1.06733, -2.60868, -1.87473], [-3.88361, 4.87278, 0.18909], [-0.37751, -9.18113, 1.11987], [4.36841, 4.41708, -3.42833], [2.12878, -6.61106, 0.16177], [2.60432, 1.56828, 3.82875], [-6.96060, -1.94538, -1.61173], [-2.13191, -3.97932, 0.98634], [2.84093, -1.15972, 1.28254], [-5.92275, -2.40306, 0.55914], [-2.98709, -0.93522, -2.96531], [-0.45323, 3.19814, 1.15393], [-4.87183, -0.44517, -2.30716], [-4.62395, 4.13183, -2.23505], [-5.04346, 0.22093, -0.71384], [-5.10776, 3.11953, -0.73211], [-4.28763, -3.07928, 0.83008], [-1.41537, -1.66021, -2.36552], [-1.24030, -4.66195, -0.33695], [-2.50423, -2.45071, -0.37737], [2.54308, 3.38865, -2.27339], [1.20950, 2.52611, 0.90287], [-7.20223, -0.22419, -2.05468], [-0.34899, -5.10964, 2.58089], [-0.46361, -3.53899, 0.74181], [2.97972, 4.15553, -0.71199], [-1.34595, -7.19398, -0.11109], [-5.09130, -0.16094, 1.48393], [3.46825, 5.66196, -2.74035], [1.16446, -8.79049, 0.31834], [4.35898, -1.29412, 2.14668], [0.61524, 5.17644, 2.41864], [-2.76907, 3.53731, 0.07216], [1.70244, -2.79666, -0.26959], [2.64982, -6.01675, 2.43552], [1.73371, -4.50809, 2.41335], [-3.53653, -0.79995, 1.65730], [0.08333, -7.04215, -1.05154], [3.48116, 1.29069, 2.33110], [-0.18411, -9.37930, -0.61428], [3.17122, -4.68164, 1.41785], [-7.12791, -0.70628, -0.36609], [1.41630, -5.01883, -0.16851], [0.69449, 3.64236, 3.17966], [4.96986, 5.19545, -1.95150]], "forces_ev_per_a": [[0.1086, -0.0299, -0.1621], [0.3132, -0.1720, -0.5518], [0.4950, -0.1766, -0.3409], [-0.2007, -0.2232, -0.1989], [0.1756, -0.5721, 0.0803], [0.1169, -0.2499, -0.6250], [-0.0224, 0.0999, 0.1308], [0.5095, 0.1675, -0.0721], [-0.2624, 0.4778, -0.3818], [0.1875, -0.0461, -0.4097], [0.0648, 0.2414, -0.1278], [0.2171, 0.0604, 0.5446], [-0.6460, 0.5645, 0.5587], [0.5080, -0.2302, 0.2334], [0.9903, -1.1788, 0.2194], [0.2778, -0.1069, -0.2436], [1.0842, 0.3723, -1.1606], [0.6792, 0.2791, 0.2239], [-0.0772, 0.0300, 0.2274], [0.0687, 1.1426, -0.5547], [-0.1827, -0.0268, 0.0460], [-0.5555, 0.0250, 0.6283], [0.5196, -0.0620, 0.1357], [0.7743, -0.0758, -0.5220], [-0.1787, 0.4047, -0.3311], [-0.7423, 0.4447, -0.7009], [-0.1676, 1.3222, -0.6867], [0.4732, -0.0164, 0.2926], [-0.0432, -0.0573, 0.5945], [-0.9876, -0.8231, 0.0284], [-0.9574, 1.2861, 0.0143], [0.5339, 0.3462, -0.8046], [0.9555, -0.6712, 0.0706], [-0.1205, -0.2928, -0.1530], [0.6675, -0.2858, -0.4456], [-0.9501, 0.0487, 0.8076], [0.5061, 0.3464, 0.1269], [1.6035, 0.2252, -0.1707], [0.4949, 0.6517, -0.0368], [-0.1609, 0.4107, 0.0866], [-1.3381, -0.6564, 0.6909], [-1.4337, -0.6023, 0.8540], [-0.4345, -0.6937, 0.8116], [-0.6635, 0.0912, 0.8650], [-0.3427, -0.9871, 0.5016], [0.1870, -0.4472, 0.2259], [0.4208, -0.1049, 0.9469], [-0.5996, 0.7130, -0.6729], [-0.5730, 0.3251, -0.2217], [-1.2199, -0.9988, 0.5562], [0.4574, -0.1792, 0.7725], [0.4553, -0.4876, -0.1060], [-0.1065, 0.0726, -0.3737], [-0.5260, 0.5135, -0.9904], [-0.1021, 0.0792, 0.0092], [-0.0267, -0.0959, -0.2233], [0.0538, 0.2442, -0.2456], [-0.0845, 0.2980, -0.1905], [-0.0592, -0.0921, -0.4078], [0.2727, -0.2139, -0.1238], [-0.7042, -0.0027, 0.1987], [-0.0016, 0.0510, 0.2521], [-0.0718, -0.1830, 0.2502], [0.0263, -0.0578, -0.1423], [0.1539, -0.0897, -0.2883], [0.1852, 0.1784, -0.2406], [0.3080, 0.4781, -0.1960], [-0.0394, 0.3433, 0.1621], [0.2522, -0.2922, 0.2219], [0.2296, 0.1667, -0.0743], [-0.0975, 0.0338, -0.0425], [-0.0448, 0.0536, -0.1865], [0.0938, -0.1848, 0.2725], [0.1192, 0.0437, -0.0459], [0.0069, -0.3122, -0.0748], [0.4267, 0.0578, -0.2481], [0.0735, -0.3148, 0.2681], [0.1385, -0.1659, 0.0503], [-0.7578, 0.1231, 0.3531], [0.3277, -0.0788, 0.1729], [-0.4008, 0.1127, -0.3821], [-0.2433, -0.1887, -0.0097], [0.0012, 0.7348, -0.0696], [0.0532, -0.3403, 0.0519], [-0.3298, -0.0629, -0.0418], [-0.1500, -0.2329, 0.4048], [-0.1321, -0.0376, 0.1186], [0.0727, -0.0207, -0.1028], [0.4629, -0.1093, -0.0740], [0.1000, -0.0673, 0.0854], [-0.0256, -0.2642, 0.0669], [0.0207, 0.2921, 0.2394], [-0.4906, -0.2853, -0.1109], [-0.3738, -0.0870, 0.5886], [-0.0535, -0.2764, 0.2382], [0.0206, 0.0446, 0.0307], [0.3837, 0.2278, -0.4742], [0.3459, 0.1965, -0.1050], [-0.0800, 0.1478, 0.1332], [-0.0857, 0.0362, 0.1048], [-0.2501, -0.0124, -0.1700], [0.1060, -0.4208, -0.0426], [0.2940, 0.3220, 0.0937], [-0.2741, 0.1247, -0.3720], [-0.1340, 0.1216, -0.0474], [0.0322, 0.0209, 0.1179], [-0.2671, -0.0976, -0.0888], [-0.0647, -0.0538, -0.1556], [0.4764, 0.0088, 0.1873], [-0.0450, -0.1089, 0.0749]], "relative_energy_kcal_mol": 0.0, "e_tot_ev": -87073.4411, "homo_energy_ev": -8.31, "orbital_gap_ha": 0.3254, "smiles": "CCOC(=O)C(F)(F)F.CCOC(=O)C(F)(F)F.CCOC(=O)C(F)(F)F.CCOC(=O)C(F)(F)F.CCN(CC)CC.CCN(CC)CC.CC(C)=O"}